(1)
Density functional theory data (wB97M-V/def2-TZVPD) for a single C20H31NO3 molecule.

The SMILES is CCN(CC)CCOCCOC(=O)C1(c2ccccc2)CCCC1. The calculation puts the gap between HOMO and LUMO at 8.99 eV. The calculation puts the HOMO energy at -8.124 eV.

The geometry in ORCA input format:
```
! RIJCOSX wB97M-V def2-TZVPD def2/J DEFGRID3
* xyz 0 1
C -4.6896 -1.7201 1.3921
H -4.4991 -1.1082 2.2706
H -5.5673 -2.3317 1.5855
H -3.8376 -2.3774 1.2375
C -4.9339 -0.8439 0.1564
N -3.8764 0.0853 -0.1905
C -2.6037 -0.5549 -0.4544
H -2.0232 -0.7634 0.4573
C -1.7209 0.2961 -1.3702
O -0.9390 1.1723 -0.5874
C -0.0797 1.9854 -1.3448
C 0.9026 2.6643 -0.3936
H 1.5235 3.3737 -0.9501
H 0.3640 3.1642 0.4118
O 1.7242 1.6970 0.2444
C 2.6898 1.1484 -0.4971
O 2.9961 1.5394 -1.5946
C 3.2745 -0.0915 0.1768
C 2.2122 -1.1206 -0.1588
C 1.2823 -1.5548 0.7765
C 0.3055 -2.4694 0.4224
C 0.2280 -2.9456 -0.8741
C 1.1341 -2.4971 -1.8200
C 2.1165 -1.5905 -1.4655
H 2.8085 -1.2310 -2.2123
H 1.0738 -2.8508 -2.8393
H -0.5384 -3.6553 -1.1493
H -0.4014 -2.8093 1.1655
H 1.3114 -1.1786 1.7864
C 4.6649 -0.4173 -0.4109
C 5.6881 -0.0615 0.6778
H 6.0463 -0.9687 1.1670
C 4.9109 0.7866 1.6826
H 4.8419 1.8180 1.3323
H 5.3664 0.7861 2.6721
C 3.5294 0.1431 1.6704
H 3.5702 -0.8178 2.1867
H 2.7648 0.7665 2.1280
H 6.5499 0.4657 0.2720
H 4.8224 0.1778 -1.3108
H 4.7314 -1.4704 -0.6825
H -0.6489 2.7513 -1.8947
H 0.4781 1.3788 -2.0733
H -2.3536 0.8662 -2.0652
H -1.0545 -0.3559 -1.9557
H -2.8062 -1.5001 -0.9622
C -3.7851 1.2465 0.6818
C -4.7886 2.3215 0.2718
H -4.6512 2.5743 -0.7759
H -4.6408 3.2156 0.8728
H -5.8119 1.9814 0.4099
H -3.9430 0.9828 1.7389
H -2.7770 1.6500 0.5897
H -5.0967 -1.4924 -0.7110
H -5.8440 -0.2601 0.3069
*
```

---

(2)
Density functional theory data (wB97M-V/def2-TZVPD) for 5 unconnected molecules or ions with the total composition C20H31NO9 in a non-equilibrium geometry.

The SMILES is CCOC1=C(ON=O)C(=O)C=CC1=O.CC(C)=O.CC(C)=O.CC(C)=O.CC(C)=O. The calculation puts the gap between HOMO and LUMO at 8.46 eV. The calculation puts the HOMO energy at -9.056 eV.

The geometry in ORCA input format:
```
! RIJCOSX wB97M-V def2-TZVPD def2/J DEFGRID3
* xyz 0 1
C 4.6551 1.9381 0.3407
C 3.9738 3.2207 -0.1928
O 2.9000 2.9918 -1.1386
C 1.7575 2.6781 -0.4688
C 1.3537 1.4156 -0.4325
O 2.0057 0.3772 -1.0662
N 1.4135 0.2371 -2.3779
O 1.9302 0.9152 -3.1554
C 0.0896 1.1077 0.3678
O 0.0541 0.1079 1.0101
C -1.0063 2.1711 0.3006
C -0.6010 3.4239 0.2381
C 0.8973 3.7054 0.2505
O 1.3282 4.6814 0.7770
H 4.0011 1.0590 0.3763
H 4.9690 2.1506 1.3748
H 5.5538 1.7108 -0.2450
H 3.5898 3.7923 0.6636
H 4.7454 3.8305 -0.6819
H -2.0588 1.8894 0.2673
H -1.3183 4.2418 0.1784
C 8.3433 7.1886 -1.5688
C 7.1660 6.2601 -1.4041
O 7.2995 5.1492 -0.9426
C 5.8161 6.7752 -1.8387
H 9.2463 6.6919 -1.2180
H 8.4701 7.4468 -2.6215
H 8.1889 8.0946 -0.9804
H 5.8336 7.0143 -2.9032
H 5.5520 7.6625 -1.2609
H 5.0650 6.0066 -1.6647
C -3.7915 -2.1740 -1.7050
C -3.1325 -1.3610 -0.6221
O -3.2414 -0.1530 -0.5690
C -2.3244 -2.0901 0.4030
H -4.3402 -1.5103 -2.3729
H -3.0341 -2.7083 -2.2804
H -4.4906 -2.8841 -1.2600
H -1.4996 -2.6156 -0.0796
H -2.9538 -2.7981 0.9454
H -1.9168 -1.3695 1.1094
C -7.2598 -2.5813 2.7819
C -5.8558 -3.1311 2.8070
O -5.2402 -3.3350 1.7850
C -5.2508 -3.4159 4.1588
H -7.5673 -2.4239 1.7495
H -7.9460 -3.2894 3.2495
H -7.2956 -1.6265 3.3089
H -5.8498 -4.1603 4.6861
H -5.1998 -2.4971 4.7453
H -4.2424 -3.8050 4.0282
C -3.1547 -6.4284 -0.5208
C -1.7388 -6.0173 -0.8406
O -1.4674 -4.8780 -1.1432
C -0.6762 -7.0858 -0.7666
H -3.8111 -5.5644 -0.6120
H -3.4864 -7.1982 -1.2199
H -3.2115 -6.8058 0.5015
H -0.9001 -7.8840 -1.4763
H -0.6256 -7.4919 0.2451
H 0.2897 -6.6520 -1.0193
*
```

---

(3)
Density functional theory data (wB97M-V/def2-TZVPD) for a molecular structure, C20H31O3Tm in a non-equilibrium geometry.

The calculation puts the gap between HOMO and LUMO (spin up / spin down) at 7.50 / 7.52 eV. The expectation value of S² is 2.0024. The calculation puts the HOMO energy (spin up / spin down) at -7.223 / -7.238 eV.

The geometry in ORCA input format:
```
! RIJCOSX wB97M-V def2-TZVPD def2/J DEFGRID3
* xyz 0 3
O -0.0082 -0.0349 -3.5120
C -0.0042 1.3379 -4.1054
C 0.0582 0.8910 -5.5486
H 0.8976 1.8914 -3.7786
H -0.9157 1.8730 -3.7988
C 0.1243 -0.5017 -4.8876
H 0.9556 1.2399 -6.0644
H -0.8487 1.1344 -6.1026
C 1.4504 -1.2037 -5.1136
H 2.2942 -0.5303 -4.9112
H 1.5403 -1.5231 -6.1599
H 1.5290 -2.0948 -4.4790
C -1.0389 -1.3998 -5.2273
H -1.9835 -0.8870 -5.0267
H -0.9840 -2.3218 -4.6346
H -1.0149 -1.6830 -6.2844
Tm -0.1219 -0.3199 2.5425
C -2.3188 -0.8916 3.7475
C -2.2200 0.5354 3.8489
C -2.3099 1.0830 2.5328
H -2.1637 1.1012 4.7796
C -2.5284 -0.0016 1.6211
C -2.4997 -1.2225 2.3708
H -2.6117 -2.2232 1.9527
H -2.2820 -1.5804 4.5933
H -2.2687 2.1415 2.2667
H -2.7574 0.0928 0.5525
C 0.9869 -2.1110 4.0223
C 0.0928 -2.7937 3.1463
C 0.6084 -2.6937 1.8079
H -0.8042 -3.3412 3.4556
C 1.8013 -1.8956 1.8567
C 2.0241 -1.5207 3.2217
H 2.8851 -0.9548 3.5974
H 0.9506 -2.1354 5.1143
H 0.2163 -3.2178 0.9295
H 2.4723 -1.6864 1.0245
O 0.5964 0.8964 0.8400
C 0.2426 0.2573 -0.4148
C 0.2121 1.3867 -1.4084
H -0.7383 -0.2563 -0.3570
H 1.0066 -0.4925 -0.6531
C 0.7849 2.6378 -0.7740
H -0.8279 1.4783 -1.7485
H 0.9027 1.0990 -2.1938
C 0.8205 2.3629 0.7198
H 0.2769 3.5570 -1.0914
H 1.8356 2.7323 -1.0677
H 0.0097 2.8564 1.2805
H 1.8035 2.5932 1.1573
C 0.7818 1.2870 5.3182
O 0.5123 0.8742 4.0134
H 0.1814 2.1707 5.5688
H 1.8527 1.5105 5.4132
H 0.5431 0.4975 6.0478
*
```

---

(4)
Density functional theory data (wB97M-V/def2-TZVPD) for a molecular structure, C20H32BN7O5RuSe2.

The calculation puts the gap between HOMO and LUMO (spin up / spin down) at 6.53 / 6.47 eV. The expectation value of S² is 0.7604. The calculation puts the HOMO energy (spin up / spin down) at -4.044 / -3.985 eV.

The geometry in ORCA input format:
```
! RIJCOSX wB97M-V def2-TZVPD def2/J DEFGRID3
* xyz -1 2
Ru -0.6409 0.2038 0.1569
C -1.3851 3.8459 0.1063
C -0.4179 3.2566 -0.8653
C 0.0840 3.8766 -2.0187
C 0.9009 2.9440 -2.6172
C 1.6876 3.0464 -3.8823
N 0.8815 1.8426 -1.8533
N 0.0880 2.0238 -0.7758
B 1.6366 0.5216 -2.0028
N 2.2604 0.1514 -0.6350
N 1.5328 -0.1343 0.4943
C 2.4220 -0.3966 1.4539
C 2.1411 -0.7905 2.8667
C 3.7242 -0.2768 0.9417
C 3.5774 0.0695 -0.3804
C 4.6439 0.3267 -1.3938
N 0.7452 -0.6446 -2.4667
N 0.0701 -1.3486 -1.5141
C -0.1566 -2.5563 -2.0287
C -0.7202 -3.7335 -1.3017
C 0.3273 -2.6065 -3.3501
C 0.9033 -1.3822 -3.5818
C 1.6038 -0.8815 -4.8014
H -2.3697 3.9347 -0.3567
H -1.0531 4.8436 0.4018
H -1.4856 3.2254 0.9892
H -0.1319 4.8736 -2.3660
H 1.5682 4.0439 -4.3027
H 1.3441 2.3215 -4.6212
H 2.7493 2.8645 -3.7122
H 2.5131 0.6791 -2.8075
H 1.3068 -0.2376 3.2839
H 3.0362 -0.5902 3.4570
H 1.9008 -1.8500 2.9429
H 4.6437 -0.4255 1.4837
H 5.6169 0.2051 -0.9193
H 4.5797 1.3374 -1.7981
H 4.5779 -0.3677 -2.2321
H -0.5687 -3.6466 -0.2322
H -0.2199 -4.6319 -1.6718
H -1.7921 -3.8407 -1.4660
H 0.2747 -3.4423 -4.0291
H 1.5120 -1.6164 -5.6001
H 2.6641 -0.7053 -4.6135
H 1.1703 0.0567 -5.1488
O -0.3395 -2.2831 3.3772
C -1.1292 -1.4965 4.2447
C -2.4689 -1.0122 3.6550
C -3.4767 -1.1101 4.8131
O -4.7717 -0.6040 4.5204
C -2.4192 0.4527 3.1921
Se -0.7712 1.0953 2.3626
C -2.9288 -1.9503 2.5411
Se -2.2754 -1.6588 0.7068
H -0.4038 -1.9092 2.4814
H -0.5606 -0.6272 4.5985
H -1.3305 -2.1335 5.1132
H -3.0586 -0.5951 5.6902
H -3.6188 -2.1593 5.0796
H -4.6681 0.2456 4.0783
H -2.5046 1.1090 4.0663
H -3.2351 0.6717 2.5016
H -4.0116 -1.8801 2.4502
H -2.6678 -2.9698 2.8250
O -2.4980 1.0968 -0.1597
N -2.7874 1.1146 -1.4201
O -3.8002 1.6903 -1.7715
O -2.0203 0.5242 -2.1780
*
```